1.
C42H55BBrN12O3Rb as an isolated structure at a distorted geometry. Source: the OMol25 dataset; level of theory: ωB97M-V/def2-TZVPD.

Summary:
Energy relative to the best compared isomer or geometry (same formula, charge and spin) ... 0.2510 eV
Maximum force ... 1.598 eV/Å
Gap between HOMO and LUMO ... 5.66 eV
E_LUMO ... 3.4 eV
Net charge ... -2

Geometry (Å):
Rb1 0.573 1.116 -0.142
C1 -4.014 0.924 4.620
C2 -2.828 0.402 3.879
C3 -1.974 -0.587 4.316
C4 -1.026 -0.725 3.289
N1 -1.301 0.131 2.317
N2 -2.395 0.813 2.664
B1 -3.093 1.907 1.820
N3 -2.263 3.213 1.742
N4 -1.058 3.336 1.178
C5 -0.665 4.596 1.314
C6 -1.655 5.316 1.999
C7 -2.660 4.405 2.246
C8 -3.955 4.692 2.931
C9 0.656 5.133 0.821
C10 1.779 4.630 1.735
C11 0.647 6.670 0.854
C12 0.935 4.679 -0.612
N5 -3.549 1.406 0.428
N6 -2.757 0.925 -0.534
C13 -3.523 0.568 -1.553
C14 -4.866 0.842 -1.248
C15 -4.840 1.373 0.022
C16 -6.032 1.813 0.806
C17 -3.055 -0.071 -2.834
C18 -3.520 0.788 -4.020
C19 -1.540 -0.216 -2.882
C20 -3.688 -1.466 -2.947
C21 0.116 -1.705 3.301
C22 -0.435 -3.116 3.552
C23 1.073 -1.334 4.445
C24 0.864 -1.700 1.972
H1 -4.114 0.380 5.560
H2 -4.928 0.793 4.043
H3 -3.896 1.984 4.840
H4 -2.037 -1.126 5.241
H5 -4.086 2.180 2.404
H6 -1.653 6.353 2.277
H7 -4.005 5.750 3.185
H8 -4.053 4.108 3.845
H9 -4.799 4.453 2.286
H10 1.560 4.862 2.777
H11 2.721 5.101 1.459
H12 1.903 3.554 1.631
H13 0.553 7.041 1.872
H14 -0.174 7.069 0.259
H15 1.583 7.045 0.442
H16 1.063 3.601 -0.641
H17 1.856 5.135 -0.974
H18 0.117 4.959 -1.274
H19 -5.735 0.680 -1.857
H20 -6.930 1.634 0.215
H21 -5.977 2.874 1.044
H22 -6.113 1.256 1.738
H23 -3.061 1.773 -3.964
H24 -4.601 0.912 -4.014
H25 -3.233 0.318 -4.962
H26 -1.066 0.756 -2.784
H27 -1.230 -0.676 -3.823
H28 -1.201 -0.844 -2.065
H29 -4.774 -1.414 -2.888
H30 -3.325 -2.095 -2.140
H31 -3.415 -1.932 -3.894
H32 -0.982 -3.170 4.492
H33 0.377 -3.841 3.587
H34 -1.106 -3.394 2.744
H35 0.544 -1.308 5.398
H36 1.504 -0.353 4.259
H37 1.878 -2.065 4.519
H38 0.164 -1.877 1.157
H39 1.621 -2.486 1.956
H40 1.337 -0.736 1.811
N7 3.336 1.276 2.462
N8 4.367 2.062 1.887
C25 4.414 2.177 0.428
O1 5.548 2.430 0.007
O2 3.347 2.046 -0.172
H41 3.264 1.511 3.450
H42 3.540 0.275 2.383
H43 5.305 1.835 2.224
Br1 3.206 -9.758 1.459
C26 3.661 -8.556 0.037
C27 3.739 -9.042 -1.257
C28 4.068 -8.183 -2.281
C29 4.291 -6.814 -2.041
C30 4.205 -6.361 -0.703
C31 3.899 -7.221 0.323
N9 4.793 -6.028 -3.025
N10 4.540 -4.805 -3.248
C32 3.403 -4.199 -2.881
C33 2.204 -4.861 -2.509
C34 1.118 -4.191 -2.050
C35 1.129 -2.774 -1.805
O3 0.205 -2.201 -1.216
C36 2.308 -2.055 -2.315
N11 2.293 -0.722 -2.208
C37 3.329 -0.031 -2.621
C38 4.456 -0.631 -3.197
C39 4.486 -1.998 -3.327
C40 3.396 -2.758 -2.875
H44 3.530 -10.084 -1.461
H45 4.121 -8.546 -3.298
H46 4.379 -5.315 -0.493
H47 3.825 -6.856 1.338
H48 2.148 -5.935 -2.653
H49 0.205 -4.722 -1.815
H50 3.276 1.037 -2.463
H51 5.289 -0.021 -3.516
H52 5.327 -2.516 -3.765
C41 -0.428 2.655 -5.815
C42 -0.236 2.952 -4.420
N12 -0.096 3.183 -3.311
H53 -0.558 1.581 -5.929
H54 0.441 2.978 -6.385
H55 -1.311 3.172 -6.186

Atoms 1-6, force components in eV/Å:
Rb -0.1 -0.3 0.0
C 0.0 0.1 -0.2
C 0.0 -0.3 0.4
C -0.1 0.2 -0.1
C -0.3 0.1 0.1
N 1.0 -0.4 -0.7

2.
A 2-piece molecular cluster, C3H7BrNS overall at a distorted geometry. Source: the OMol25 dataset; level of theory: ωB97M-V/def2-TZVPD.

Summary:
Energy relative to the best compared isomer or geometry (same formula, charge and spin) ... 2.4492 eV
Maximum force ... 4.779 eV/Å
Gap between HOMO and LUMO ... 9.22 eV
E_LUMO ... -4.4 eV
Net charge ... +1

Geometry (Å):
C1 0.583 -0.605 0.711
C2 0.971 0.927 0.678
C3 -1.142 0.214 -0.772
N1 -0.122 -0.842 -0.541
S1 -0.472 1.779 -0.183
Br1 -2.821 -0.393 0.090
H1 1.542 -1.072 0.722
H2 -0.110 -0.591 1.649
H3 1.105 1.445 1.608
H4 1.964 1.310 0.148
H5 -1.349 0.183 -2.357
H6 0.589 -0.742 -1.350
H7 -0.736 -1.612 -0.403

Atoms 1-6, force components in eV/Å:
C 0.2 4.0 2.6
C 1.0 1.5 -2.2
C -1.3 1.1 -4.0
N 1.1 1.7 -1.0
S 0.4 -1.0 0.1
Br 0.8 0.3 -0.5

3.
A 13-piece molecular cluster, C60H58F5N7O32S overall at a distorted geometry. Source: the OMol25 dataset; level of theory: ωB97M-V/def2-TZVPD.

Summary:
Spin multiplicity ... 2
Maximum force ... 5.652 eV/Å
Gap between HOMO and LUMO (alpha / beta) ... 5.87 / 2.21 eV
E_LUMO (alpha / beta) ... -5.3 / -8.9 eV
Net charge ... +1

Geometry (Å):
C1 7.862 -9.740 -6.627
C2 7.642 -10.037 -7.979
C3 8.746 -10.034 -8.851
C4 10.039 -9.795 -8.359
C5 10.278 -9.451 -7.017
C6 9.143 -9.441 -6.108
N1 11.256 -9.886 -9.217
O1 12.433 -9.502 -8.955
O2 11.032 -10.485 -10.300
H1 7.054 -9.605 -5.924
H2 6.635 -10.197 -8.335
H3 8.572 -10.226 -9.900
H4 11.184 -9.081 -6.561
H5 9.222 -9.163 -5.067
C7 19.166 -3.548 -12.234
C8 18.791 -3.848 -13.552
C9 17.454 -3.867 -13.879
C10 16.518 -3.610 -12.940
C11 16.891 -3.397 -11.618
C12 18.243 -3.353 -11.228
N2 15.032 -3.491 -13.265
O3 14.264 -3.334 -12.343
O4 14.620 -3.610 -14.425
H6 20.181 -3.462 -11.876
H7 19.456 -3.969 -14.395
H8 17.166 -4.035 -14.906
H9 16.167 -3.312 -10.821
H10 18.554 -3.210 -10.204
C13 17.494 0.611 -8.745
C14 16.452 -0.003 -9.436
C15 16.430 -0.039 -10.832
C16 17.604 0.328 -11.567
C17 18.747 0.860 -10.841
C18 18.657 0.960 -9.459
N3 17.680 0.109 -13.043
O5 18.576 0.614 -13.717
O6 16.768 -0.420 -13.626
H11 17.420 0.789 -7.682
H12 15.562 -0.383 -8.956
H13 15.549 -0.532 -11.217
H14 19.599 1.130 -11.448
H15 19.545 1.386 -9.015
C19 12.539 -3.246 -3.983
C20 12.749 -2.815 -5.275
C21 13.527 -1.661 -5.445
C22 13.958 -0.947 -4.329
C23 13.546 -1.303 -3.068
C24 12.894 -2.538 -2.873
N4 14.874 0.210 -4.492
O7 15.385 0.686 -3.515
O8 15.118 0.553 -5.641
H16 12.010 -4.177 -3.843
H17 12.442 -3.452 -6.092
H18 13.749 -1.339 -6.452
H19 13.809 -0.635 -2.261
H20 12.750 -2.997 -1.906
C25 13.878 -7.713 -13.792
C26 12.655 -7.054 -13.732
C27 11.518 -7.688 -14.190
C28 11.575 -9.035 -14.611
C29 12.784 -9.687 -14.533
C30 13.912 -9.043 -14.135
N5 10.323 -9.840 -14.865
O9 10.308 -11.079 -14.626
O10 9.327 -9.283 -15.351
H21 14.780 -7.163 -13.572
H22 12.670 -6.056 -13.317
H23 10.552 -7.213 -14.265
H24 12.775 -10.745 -14.746
H25 14.853 -9.573 -14.100
C31 11.543 -10.559 -2.554
C32 11.763 -11.101 -3.773
C33 12.634 -10.557 -4.647
C34 13.193 -9.319 -4.418
C35 12.954 -8.698 -3.218
C36 12.193 -9.368 -2.232
N6 14.011 -8.666 -5.507
O11 14.439 -9.350 -6.458
O12 14.395 -7.557 -5.249
H26 11.075 -11.088 -1.737
H27 11.393 -12.092 -3.994
H28 12.934 -11.138 -5.506
H29 13.393 -7.772 -2.877
H30 12.144 -8.988 -1.223
C37 18.492 -6.831 -5.967
C38 18.194 -6.963 -4.656
C39 17.672 -8.223 -4.216
C40 17.535 -9.272 -5.155
C41 17.906 -9.001 -6.515
C42 18.369 -7.784 -6.946
N7 16.953 -10.595 -4.715
O13 16.244 -10.657 -3.757
O14 17.237 -11.574 -5.375
H31 18.833 -5.874 -6.335
H32 18.241 -6.126 -3.976
H33 17.424 -8.511 -3.205
H34 17.739 -9.797 -7.227
H35 18.676 -7.419 -7.915
O15 17.098 -4.387 -8.195
S1 15.697 -4.098 -7.948
O16 15.083 -2.809 -8.038
O17 14.719 -5.189 -8.806
C43 15.098 -6.586 -8.633
C44 14.398 -7.323 -9.736
C45 15.374 -4.782 -6.202
H36 14.793 -6.878 -7.628
H37 16.179 -6.592 -8.770
H38 13.344 -7.114 -9.915
H39 14.407 -8.403 -9.589
H40 15.018 -7.105 -10.606
H41 15.981 -4.264 -5.460
H42 15.866 -5.755 -6.175
H43 14.318 -4.856 -5.944
C46 12.623 -2.849 -9.693
C47 11.521 -3.747 -10.258
O18 10.426 -3.528 -9.338
C48 10.778 -2.732 -8.345
O19 9.944 -2.411 -7.449
O20 12.015 -2.231 -8.532
F1 11.823 -5.053 -10.254
H44 12.958 -2.154 -10.463
H45 13.436 -3.558 -9.536
H46 11.207 -3.589 -11.290
C49 8.894 -6.060 -7.883
C50 9.087 -5.460 -6.506
O21 10.402 -5.643 -6.186
C51 11.076 -6.195 -7.234
O22 12.290 -6.508 -7.296
O23 10.244 -6.361 -8.298
F2 8.236 -5.978 -5.591
H47 8.557 -5.297 -8.584
H48 8.289 -6.967 -7.855
H49 8.884 -4.396 -6.624
C52 14.619 -4.578 0.074
C53 14.258 -5.856 -0.469
O24 15.110 -6.002 -1.603
C54 15.703 -4.803 -1.913
O25 16.366 -4.513 -2.935
O26 15.319 -3.944 -0.928
F3 13.028 -5.636 -0.842
H50 15.306 -4.785 0.894
H51 13.798 -3.995 0.492
H52 14.406 -6.754 0.131
C55 17.624 -1.689 -4.016
C56 18.896 -2.535 -4.270
O27 19.748 -1.573 -4.826
C57 19.405 -0.367 -4.405
O28 20.069 0.666 -4.505
O29 18.138 -0.442 -3.833
F4 18.726 -3.530 -5.125
H53 17.108 -2.235 -3.226
H54 16.964 -1.677 -4.883
H55 19.322 -2.950 -3.356
C58 16.024 -11.071 -11.136
C59 15.459 -11.376 -9.758
O30 16.560 -10.935 -9.008
C60 17.692 -10.732 -9.739
O31 18.793 -10.671 -9.251
O32 17.435 -11.038 -10.998
F5 15.367 -12.679 -9.769
H56 15.775 -10.027 -11.325
H57 15.641 -11.719 -11.924
H58 14.542 -10.894 -9.418

Atoms 1-6, force components in eV/Å:
C 1.0 0.5 0.4
C 1.4 0.6 0.5
C -0.2 -0.3 0.2
C 1.0 0.9 1.8
C -2.6 0.1 1.5
C 0.3 -0.4 -2.8

4.
C30H26CaClN7S as an isolated structure at a distorted geometry. Source: the OMol25 dataset; level of theory: ωB97M-V/def2-TZVPD.

Summary:
Energy relative to the best compared isomer or geometry (same formula, charge and spin) ... 0.0610 eV
Maximum force ... 1.606 eV/Å
Gap between HOMO and LUMO ... 5.52 eV
E_LUMO ... -0.7 eV

Geometry (Å):
Ca1 0.720 1.777 0.040
S1 1.059 0.997 2.538
C1 -0.081 -0.311 2.369
N1 -0.149 -1.210 3.314
N2 -1.199 -2.072 3.307
C2 -0.970 -3.443 3.420
C3 0.320 -3.968 3.502
C4 0.498 -5.345 3.549
C5 -0.591 -6.207 3.521
C6 -1.874 -5.674 3.473
C7 -2.068 -4.304 3.426
N3 -0.925 -0.567 1.273
N4 -0.703 -0.063 0.161
C8 -1.456 -0.693 -0.890
C9 -1.133 -0.331 -2.188
C10 -1.805 -0.884 -3.267
C11 -2.812 -1.811 -3.050
C12 -3.143 -2.170 -1.745
C13 -2.469 -1.621 -0.669
H1 -2.006 -1.791 2.769
H2 1.162 -3.289 3.515
H3 1.503 -5.746 3.590
H4 -0.443 -7.279 3.524
H5 -2.735 -6.333 3.475
H6 -3.071 -3.890 3.395
H7 -0.336 0.384 -2.358
H8 -1.538 -0.594 -4.276
H9 -3.329 -2.260 -3.888
H10 -3.939 -2.882 -1.568
H11 -2.728 -1.894 0.344
N5 3.680 1.560 -2.753
C14 2.441 1.890 -3.273
C15 2.268 1.726 -4.657
C16 1.070 2.078 -5.227
C17 0.061 2.608 -4.425
C18 0.321 2.738 -3.084
N6 1.480 2.373 -2.496
C19 4.201 1.594 -1.459
C20 5.593 1.554 -1.350
C21 6.165 1.558 -0.100
C22 5.343 1.598 1.017
C23 3.983 1.635 0.816
N7 3.398 1.631 -0.402
H12 4.366 1.350 -3.455
H13 3.077 1.335 -5.261
H14 0.920 1.952 -6.292
H15 -0.895 2.904 -4.833
H16 -0.420 3.168 -2.416
H17 6.207 1.525 -2.241
H18 7.243 1.534 0.004
H19 5.745 1.595 2.020
H20 3.312 1.643 1.663
Cl1 -4.475 -0.333 2.589
C24 -3.489 0.966 1.941
C25 -2.670 1.709 2.792
C26 -1.849 2.692 2.277
C27 -1.766 2.945 0.886
C28 -0.754 3.809 0.318
C29 -2.673 2.218 0.080
C30 -3.538 1.264 0.596
H21 -2.671 1.497 3.855
H22 -1.209 3.251 2.946
H23 -0.313 4.527 1.005
H24 -1.013 4.255 -0.643
H25 -2.683 2.403 -0.991
H26 -4.212 0.721 -0.056

Atoms 1-6, force components in eV/Å:
Ca 0.8 1.2 -0.7
S 0.1 -0.3 0.1
C 0.0 0.0 0.6
N -0.1 -0.1 -0.4
N 0.0 0.1 0.2
C 0.1 0.1 0.1

Respective energy values: -5139.3889, -3145.0883, -6008.5764, -3078.0960 Ha.